Entry 1:
DFT (wB97M-V/def2-TZVPD) results for a 2-piece molecular cluster, C4H12 overall.

## Properties
ΔE to the lowest compared entry with this formula, charge and spin = 0.655 eV
SMILES = CC.CC
E_HOMO = -11.416 eV
Kohn-Sham gap = 12.519 eV
calculated total energy = -4341.87334 eV
maximum force = 2.15 eV/A

ORCA input file:
```
! RIJCOSX wB97M-V def2-TZVPD def2/J DEFGRID3
* xyz 0 1
C -2.302 -0.501 -0.002
C -2.507 0.623 1.035
H -1.335 -0.905 0.252
H -2.357 -0.089 -1.011
H -3.139 -1.206 0.012
H -3.023 0.378 1.972
H -3.276 1.361 0.759
H -1.532 1.086 1.195
C 2.245 -0.522 0.050
C 2.584 0.314 -1.157
H 2.811 -1.455 0.146
H 1.222 -0.812 0.335
H 2.629 -0.001 0.939
H 2.652 1.389 -0.952
H 3.504 -0.015 -1.630
H 1.825 0.356 -1.943
*
```

Atom charges from the Löwdin analysis, given in e for atoms 1 to 6:
1 C -0.158
2 C -0.179
3 H 0.039
4 H 0.061
5 H 0.062
6 H 0.058


Entry 2:
DFT (wB97M-V/def2-TZVPD) results for C54H44BrCaF5N4O2S as an isolated structure.

## Properties
ΔE to the lowest compared entry with this formula, charge and spin = 1.259 eV
E_HOMO = -2.106 eV
Kohn-Sham gap = 6.003 eV
calculated total energy = -179675.15178 eV
maximum force = 0.61 eV/A

ORCA input file:
```
! RIJCOSX wB97M-V def2-TZVPD def2/J DEFGRID3
* xyz -2 1
Ca -0.349 0.274 0.135
C 0.001 -3.255 1.326
N -0.388 -2.018 2.017
C -1.780 -2.050 2.474
C -2.795 -2.049 1.357
C -3.962 -2.792 1.436
C -4.877 -2.705 0.396
C -4.592 -1.885 -0.680
C -3.404 -1.165 -0.664
N -2.526 -1.249 0.332
C 0.485 -1.818 3.164
C 1.876 -1.316 2.835
C 2.673 -0.842 3.874
C 3.927 -0.343 3.578
C 4.345 -0.334 2.257
C 3.485 -0.828 1.290
N 2.278 -1.325 1.572
C -0.503 -3.374 -0.090
C -1.161 -4.504 -0.543
C -1.577 -4.547 -1.870
C -1.327 -3.462 -2.686
C -0.663 -2.368 -2.139
N -0.254 -2.326 -0.877
H -0.311 -4.135 1.916
H 1.090 -3.249 1.272
H -1.952 -1.146 3.067
H -1.964 -2.918 3.132
H -4.140 -3.433 2.291
H -5.795 -3.281 0.424
H -5.250 -1.791 -1.533
H -3.152 -0.521 -1.499
H 0.573 -2.752 3.751
H 0.017 -1.086 3.824
H 2.293 -0.833 4.889
H 4.556 0.066 4.360
H 5.299 0.086 1.969
H 3.749 -0.785 0.240
H -1.363 -5.324 0.136
H -2.108 -5.412 -2.249
H -1.662 -3.416 -3.712
H -0.480 -1.483 -2.736
F -1.410 4.561 -5.515
C -1.871 3.336 -5.195
C -1.547 2.751 -3.986
F -0.745 3.403 -3.135
C -2.027 1.492 -3.677
F -1.642 0.982 -2.493
C -2.840 0.736 -4.533
S -3.401 -0.857 -4.156
C -3.141 1.379 -5.743
F -3.914 0.765 -6.657
C -2.676 2.636 -6.073
F -3.002 3.192 -7.257
C 1.793 -4.045 -6.370
C 1.937 -3.036 -5.260
C 2.421 -3.408 -4.011
C 2.559 -2.486 -2.981
C 3.032 -2.931 -1.623
C 2.199 -1.153 -3.203
C 1.703 -0.761 -4.444
C 1.252 0.651 -4.712
C 1.585 -1.710 -5.457
C 2.268 -0.178 -2.034
O 3.377 0.232 -1.678
O 1.142 0.079 -1.511
H 1.760 -5.061 -5.973
H 2.631 -3.989 -7.070
H 0.878 -3.874 -6.939
H 2.671 -4.449 -3.824
H 3.034 -4.020 -1.554
H 2.381 -2.535 -0.840
H 4.041 -2.562 -1.422
H 1.385 1.295 -3.846
H 0.193 0.658 -4.979
H 1.805 1.077 -5.552
H 1.174 -1.402 -6.415
C 5.291 4.618 2.923
C 4.195 4.305 3.718
C 3.173 3.499 3.239
C 3.212 2.979 1.939
C 4.329 3.297 1.156
C 5.350 4.104 1.633
C 2.195 2.075 1.351
C 0.956 1.756 1.760
C 0.299 2.380 2.906
C -0.328 3.633 2.784
C -1.054 4.190 3.821
C -1.174 3.535 5.043
C -0.549 2.304 5.196
C 0.164 1.738 4.149
H 6.085 5.249 3.303
H 4.133 4.694 4.729
H 2.336 3.265 3.882
H 4.383 2.886 0.153
H 6.198 4.331 0.996
H 2.561 1.617 0.430
H -0.257 4.151 1.837
H -1.548 5.143 3.669
H -1.753 3.968 5.849
H -0.621 1.774 6.141
H 0.657 0.786 4.292
Br -5.302 5.339 1.912
C -4.112 3.922 1.390
C -3.122 4.173 0.459
C -2.253 3.136 0.126
C -2.322 1.833 0.657
C -3.381 1.661 1.563
C -4.260 2.671 1.954
H -3.020 5.157 0.017
H -1.470 3.383 -0.590
H -3.547 0.684 2.022
H -5.043 2.488 2.682
*
```

Atom charges from the Löwdin analysis, given in e for atoms 1 to 6:
1 Ca 1.279
2 C -0.130
3 N -0.157
4 C -0.130
5 C -0.287
6 C -0.037


Entry 3:
DFT (wB97M-V/def2-TZVPD) results for a 11-piece molecular cluster, C12H46O12 overall.

## Properties
ΔE to the lowest compared entry with this formula, charge and spin = 1.873 eV
SMILES = OCCO.CO.CO.CO.CO.CO.CO.CO.CO.CO.CO
E_HOMO = -9.458 eV
Kohn-Sham gap = 9.695 eV
calculated total energy = -37753.68651 eV
maximum force = 2.40 eV/A

ORCA input file:
```
! RIJCOSX wB97M-V def2-TZVPD def2/J DEFGRID3
* xyz 0 1
C 11.067 8.866 5.686
O 12.199 9.444 6.348
H 11.475 8.542 4.729
H 10.624 8.071 6.287
H 10.237 9.553 5.521
H 12.890 8.818 6.577
C 10.248 6.090 8.879
O 11.632 5.824 8.813
H 10.131 6.734 9.751
H 9.986 6.673 7.996
H 9.682 5.169 9.012
H 11.888 5.128 9.422
C 7.118 8.664 10.457
O 7.351 7.253 10.425
H 6.848 8.909 9.430
H 6.346 8.741 11.223
H 7.978 9.186 10.876
H 7.972 6.987 11.107
C 12.720 13.801 10.491
O 13.294 15.010 9.929
H 11.823 14.010 11.073
H 12.432 13.098 9.709
H 13.290 13.308 11.278
H 12.598 15.333 9.353
C 10.454 14.897 7.141
O 11.674 15.292 7.723
H 10.354 15.383 6.170
H 10.543 13.820 6.998
H 9.606 15.069 7.804
H 12.399 15.005 7.163
C 15.296 11.209 8.480
O 15.934 10.335 9.436
H 15.868 11.267 7.554
H 14.312 10.816 8.225
H 15.156 12.216 8.871
H 15.209 10.083 10.013
C 6.151 11.851 7.802
O 7.338 12.719 7.701
H 6.307 10.860 7.375
H 5.885 11.715 8.851
H 5.311 12.222 7.215
H 7.549 13.127 6.858
C 9.981 9.930 13.124
O 9.625 11.245 12.807
H 9.994 9.689 14.187
H 9.285 9.251 12.632
H 10.946 9.628 12.716
H 9.414 11.244 11.871
C 8.764 14.196 11.184
O 7.680 13.297 11.360
H 8.589 15.163 11.656
H 9.595 13.705 11.691
H 8.920 14.416 10.128
H 7.955 12.534 10.846
C 13.186 7.953 11.209
O 13.919 9.150 11.116
H 13.776 7.128 11.609
H 12.323 8.286 11.786
H 12.882 7.575 10.233
H 14.441 9.196 11.920
C 9.926 11.007 8.757
C 10.929 9.952 9.361
O 11.658 10.598 10.408
O 8.856 11.384 9.588
H 9.452 10.597 7.866
H 10.342 11.959 8.428
H 11.600 9.625 8.567
H 10.365 9.080 9.690
H 12.410 10.025 10.574
H 8.380 12.117 9.191
*
```

Atom charges from the Löwdin analysis, given in e for atoms 1 to 6:
1 C -0.131
2 O -0.146
3 H 0.080
4 H 0.058
5 H 0.074
6 H 0.080


Entry 4:
DFT (wB97M-V/def2-TZVPD) results for a single C5H6O2 molecule.

## Properties
ΔE to the lowest compared entry with this formula, charge and spin = 2.248 eV
SMILES = C=C=C(C=O)CO
E_HOMO = -9.935 eV
Kohn-Sham gap = 10.348 eV
calculated total energy = -9374.84726 eV
maximum force = 0.43 eV/A

ORCA input file:
```
! RIJCOSX wB97M-V def2-TZVPD def2/J DEFGRID3
* xyz 0 1
O 2.099 0.522 -1.293
C 1.601 0.185 -0.023
C 0.100 -0.074 -0.054
C -0.673 -0.711 0.794
C -1.666 -1.186 1.495
C -0.730 0.631 -1.067
O -0.425 1.695 -1.562
H 1.625 1.320 -1.575
H 1.830 0.965 0.718
H 2.126 -0.724 0.285
H -2.174 -0.550 2.218
H -2.026 -2.203 1.370
H -1.686 0.128 -1.306
*
```

Atom charges from the Löwdin analysis, given in e for atoms 1 to 6:
1 O -0.059
2 C -0.211
3 C -0.170
4 C -0.041
5 C 0.039
6 C -0.209


Entry 5:
DFT (wB97M-V/def2-TZVPD) results for a 13-piece molecular cluster, C4H36NO12 overall.

## Properties
ΔE to the lowest compared entry with this formula, charge and spin = 6.826 eV
E_HOMO = -13.405 eV
Kohn-Sham gap = 11.017 eV
calculated total energy = -30784.08043 eV
maximum force = 7.97 eV/A

ORCA input file:
```
! RIJCOSX wB97M-V def2-TZVPD def2/J DEFGRID3
* xyz 1 1
C -1.902 -1.006 -0.874
C -0.895 0.036 -0.655
N -0.414 -0.401 0.797
C 0.654 0.564 1.251
C 0.134 -0.091 -1.745
H -1.306 -1.878 -1.221
H -2.748 -0.678 -1.671
H -2.431 -1.450 -0.043
H -1.387 1.056 -0.659
H -1.186 -0.404 1.600
H -0.062 -1.241 0.787
H 1.196 0.365 2.113
H 1.435 0.880 0.518
H 0.028 1.456 1.717
H 0.902 -0.929 -1.560
H 0.880 0.759 -1.588
H -0.314 -0.216 -2.752
H -1.637 -0.188 3.943
H -2.788 -0.658 3.187
O -2.124 -0.002 3.180
H 1.144 -3.349 -1.886
H 0.839 -4.709 -2.572
O 0.622 -4.165 -1.849
H 3.872 3.481 0.862
H 2.395 3.236 1.090
O 3.196 2.892 0.755
H 0.320 0.967 -4.910
H -0.604 0.880 -3.791
O -0.196 1.591 -4.402
H -2.287 -2.698 1.823
H -3.604 -3.165 1.838
O -3.046 -2.595 2.431
H 0.532 3.911 -2.868
H -0.694 4.536 -2.590
O -0.113 3.916 -2.166
H 3.386 1.701 -0.435
H 3.065 1.463 -1.839
O 3.372 1.086 -1.130
H 0.358 -2.950 3.814
H -1.268 -3.088 4.251
O -0.546 -2.473 4.168
H -0.323 -4.215 -0.325
H -0.364 -4.834 1.054
O -0.397 -3.962 0.647
H 2.825 -1.036 -2.655
H 3.455 -0.566 -1.228
O 3.172 -1.361 -1.805
H -0.579 3.737 0.803
H 0.181 3.702 -0.459
O 0.207 4.044 0.413
H -1.264 3.385 2.463
H -2.182 2.058 2.254
O -1.506 2.605 1.918
*
```

Atom charges from the Löwdin analysis, given in e for atoms 1 to 6:
1 C -0.082
2 C -0.345
3 N 0.087
4 C -0.012
5 C -0.065
6 H 0.084